# 1
Formula: C3H12N9OP
Source: OMol25
Level of theory: wB97M-V/def2-TZVPD

**SMILES**: Cn1[nH]n1P(=O)(n1[nH]n1C)n1[nH]n1C
**Highest occupied orbital energy**: -9.3 eV
**Frontier orbital gap**: 10.1 eV
**Energy relative to the best compared isomer or geometry (same formula, charge and spin)**: 17.76 kcal/mol

Last column: natural (NBO) charge in e.
Element x y z (Å)
C  2.661  -1.237  -0.672  -0.501
N  1.780  -1.579  0.408  -0.090
N  0.637  -2.336  0.147  -0.302
N  0.560  -0.930  0.502  -0.516
P  -0.065  0.078  -0.679  2.135
O  -0.395  -0.515  -1.989  -1.082
N  -1.413  0.827  0.162  -0.513
N  -2.516  1.007  -0.723  -0.269
N  -2.661  0.248  0.414  -0.118
C  -2.959  -1.174  0.370  -0.476
N  1.004  1.536  -0.862  -0.411
N  0.353  2.755  -0.476  -0.299
N  1.447  2.210  0.273  -0.138
C  1.163  1.842  1.631  -0.467
H  3.382  -0.500  -0.392  0.231
H  3.312  -2.154  -0.922  0.226
H  2.292  -1.019  -1.732  0.219
H  0.315  -2.626  -0.830  0.371
H  -2.327  0.381  -1.501  0.338
H  -2.275  -1.922  0.667  0.227
H  -3.812  -1.238  1.027  0.226
H  -3.400  -1.448  -0.634  0.203
H  -0.532  2.579  -0.005  0.353
H  0.195  1.347  1.705  0.208
H  1.948  1.090  1.890  0.214
H  1.305  2.779  2.223  0.231

***

# 2
Formula: C3H12NO
Source: OMol25
Level of theory: wB97M-V/def2-TZVPD

**2S+1**: 2
**Highest occupied orbital energy (alpha / beta)**: -3.1 / -11.7 eV
**Frontier orbital gap (alpha / beta)**: 4.2 / 12.4 eV
**Energy relative to the best compared isomer or geometry (same formula, charge and spin)**: 6.91 kcal/mol

Last column: natural (NBO) charge in e.
Element x y z (Å)
C  -0.046  1.734  1.136  -0.646
C  -0.383  0.288  0.855  -0.140
C  -1.725  0.099  0.223  -0.638
N  0.671  -0.307  -0.063  -1.002
H  1.021  1.923  1.277  0.225
H  -0.225  2.329  0.245  0.212
H  -0.565  2.129  1.997  0.222
H  -0.290  -0.267  1.788  0.212
H  -1.857  0.643  -0.716  0.215
H  -2.530  0.469  0.867  0.223
H  -2.035  -0.889  0.001  0.226
H  1.011  -1.217  0.338  0.296
H  0.331  -0.500  -1.010  0.431
H  1.535  0.272  -0.153  0.296
H  1.176  -2.727  -2.636  0.474
H  2.440  -1.981  -2.077  0.451
O  1.472  -2.000  -2.070  -1.056

***

# 3
Formula: C3H12NO
Source: OMol25
Level of theory: wB97M-V/def2-TZVPD

**Net charge**: +1
**Highest occupied orbital energy**: -15.0 eV
**Frontier orbital gap**: 11.8 eV
**Energy relative to the best compared isomer or geometry (same formula, charge and spin)**: 20.83 kcal/mol

Last column: natural (NBO) charge in e.
Element x y z (Å)
C  1.303  2.229  -0.701  -0.258
O  1.522  1.192  0.281  -0.775
H  2.010  2.141  -1.522  0.196
H  1.334  3.242  -0.305  0.194
H  0.304  2.062  -1.093  0.176
H  2.481  1.279  0.428  0.499
C  -1.179  -1.530  -0.879  -0.648
C  -0.675  -1.592  0.544  -0.236
N  -0.630  -0.267  1.244  -0.685
H  -2.166  -1.120  -1.084  0.234
H  -1.119  -2.532  -1.296  0.261
H  -0.492  -0.936  -1.493  0.225
H  0.323  -2.027  0.560  0.232
H  -1.222  -2.324  1.141  0.231
H  -1.268  0.362  0.770  0.436
H  -0.821  -0.355  2.240  0.442
H  0.296  0.178  1.165  0.478

***

# 4
Formula: C3H12NO
Source: OMol25
Level of theory: wB97M-V/def2-TZVPD

**Net charge**: +1
**Highest occupied orbital energy**: -14.9 eV
**Frontier orbital gap**: 5.2 eV
**Energy relative to the best compared isomer or geometry (same formula, charge and spin)**: 182.67 kcal/mol

Last column: natural (NBO) charge in e.
Element x y z (Å)
C  -1.358  1.016  1.323  -0.473
C  -2.221  -0.043  0.641  -0.630
N  1.047  -0.634  -1.433  -0.384
C  1.998  0.402  -1.622  -0.479
H  -2.008  1.493  2.061  0.261
H  -0.424  0.483  1.781  0.282
H  -1.028  1.719  0.562  0.230
H  -2.021  -1.009  1.118  0.241
H  -3.285  0.118  0.809  0.255
H  -1.964  -0.208  -0.402  0.214
H  1.365  -1.503  -1.858  0.395
H  3.037  0.066  -1.642  0.250
H  1.876  1.127  -0.821  0.240
H  1.823  0.965  -2.551  0.299
H  0.750  -0.785  -0.421  0.391
H  1.034  -0.975  1.637  0.505
O  0.434  -0.659  0.927  -0.597

***

# 5
Formula: C3H12NO2
Source: OMol25
Level of theory: wB97M-V/def2-TZVPD

**Net charge**: +1
**Highest occupied orbital energy**: -15.1 eV
**Frontier orbital gap**: 10.0 eV
**Energy relative to the best compared isomer or geometry (same formula, charge and spin)**: 83.46 kcal/mol

Last column: natural (NBO) charge in e.
Element x y z (Å)
C  -1.901  -0.286  -1.620  -0.625
C  -0.387  -0.746  -1.719  -0.254
C  1.897  0.296  -0.956  0.134
N  0.615  -0.023  -0.769  -0.432
H  -2.188  -0.031  -2.755  0.261
H  -2.360  -1.239  -1.391  0.238
H  -1.961  0.580  -0.956  0.221
H  -0.540  -1.809  -1.849  0.257
H  0.067  -0.554  -2.727  0.219
H  2.509  1.033  -0.281  0.264
H  2.505  0.124  -1.831  0.230
H  0.049  0.311  0.141  0.475
H  2.728  -0.456  1.938  0.500
H  1.179  -0.504  2.295  0.481
O  1.767  -0.068  1.758  -0.975
H  -1.753  -0.002  2.934  0.481
H  -2.276  0.827  1.720  0.467
O  -1.757  0.855  2.482  -0.941

***

# 6
Formula: C3H12NO2
Source: OMol25
Level of theory: wB97M-V/def2-TZVPD

**Net charge**: +1
**Highest occupied orbital energy**: -14.7 eV
**Frontier orbital gap**: 11.5 eV
**Energy relative to the best compared isomer or geometry (same formula, charge and spin)**: 21.02 kcal/mol

Last column: natural (NBO) charge in e.
Element x y z (Å)
C  0.101  0.839  1.241  -0.220
C  0.014  1.824  0.057  -0.450
C  -0.062  1.202  -1.391  -0.068
O  -0.011  -0.209  -1.332  -0.721
N  -0.965  -0.241  1.219  -0.718
H  1.042  0.341  1.442  0.238
H  -0.070  1.432  2.154  0.228
H  0.964  2.358  0.064  0.247
H  -0.771  2.509  0.285  0.226
H  0.782  1.635  -1.899  0.194
H  -0.986  1.487  -1.841  0.183
H  -0.603  -0.522  -2.005  0.495
H  -1.900  0.038  1.488  0.436
H  -0.797  -0.645  0.237  0.487
H  -0.684  -1.006  1.832  0.441
H  0.370  -3.383  0.057  0.481
H  1.786  -2.830  0.003  0.490
O  0.882  -2.559  0.046  -0.966

***

# 7
Formula: C3H12NO2
Source: OMol25
Level of theory: wB97M-V/def2-TZVPD

**Net charge**: +1
**Highest occupied orbital energy**: -14.5 eV
**Frontier orbital gap**: 11.5 eV
**Energy relative to the best compared isomer or geometry (same formula, charge and spin)**: 21.97 kcal/mol

Last column: natural (NBO) charge in e.
Element x y z (Å)
C  1.257  -0.338  -1.987  -0.712
C  0.995  0.599  -0.894  0.138
C  1.260  1.878  -0.684  -0.339
N  0.141  -0.061  0.163  -0.706
H  1.566  0.085  -2.951  0.276
H  2.117  -1.010  -1.871  0.262
H  0.399  -0.941  -2.295  0.232
H  0.938  2.309  0.257  0.208
H  1.684  2.574  -1.386  0.247
H  -0.470  -0.676  -0.384  0.463
H  -0.377  0.598  0.756  0.473
H  0.648  -0.745  0.720  0.439
H  -1.796  -2.581  1.333  0.508
H  -2.201  -2.690  -0.262  0.507
O  -1.675  -2.226  0.424  -1.006
H  -2.207  0.742  3.013  0.494
H  -0.985  1.608  3.296  0.491
O  -1.292  0.875  2.753  -0.975

***

# 8
Formula: C3H12NO2
Source: OMol25
Level of theory: wB97M-V/def2-TZVPD

**Net charge**: +1
**Highest occupied orbital energy**: -14.8 eV
**Frontier orbital gap**: 11.6 eV
**Energy relative to the best compared isomer or geometry (same formula, charge and spin)**: 13.52 kcal/mol

Last column: natural (NBO) charge in e.
Element x y z (Å)
C  0.397  0.878  0.177  -0.226
C  0.412  0.084  -1.141  0.075
C  1.598  -0.838  -1.098  -0.655
O  -0.826  -0.630  -1.123  -0.747
N  -1.021  1.338  0.457  -0.693
H  0.779  0.318  1.013  0.226
H  0.993  1.774  0.019  0.229
H  0.380  0.777  -1.984  0.185
H  2.502  -0.364  -0.704  0.228
H  1.900  -1.300  -2.040  0.244
H  1.407  -1.691  -0.444  0.239
H  -1.049  -0.994  -1.974  0.498
H  -1.500  0.535  0.904  0.483
H  -1.411  1.596  -0.443  0.454
H  -0.976  1.992  1.233  0.438
H  -1.915  -1.517  2.435  0.505
H  -0.499  -0.879  2.678  0.487
O  -1.171  -1.079  2.036  -0.969

***

# 9
Formula: C3H12NO2S
Source: OMol25
Level of theory: wB97M-V/def2-TZVPD

**Net charge**: -1
**Highest occupied orbital energy**: -2.5 eV
**Frontier orbital gap**: 5.1 eV
**Energy relative to the best compared isomer or geometry (same formula, charge and spin)**: 57.86 kcal/mol

Last column: natural (NBO) charge in e.
Element x y z (Å)
C  0.541  1.153  -0.245  -0.427
C  -0.649  1.375  -1.127  -0.536
S  -1.736  2.379  -0.052  -0.721
C  1.822  1.260  -1.125  -0.216
N  3.158  1.208  -0.396  -0.842
H  0.529  0.149  0.425  0.179
H  0.608  2.061  0.405  0.219
H  -1.178  0.474  -1.304  0.187
H  -0.379  1.866  -2.095  0.177
H  1.677  2.168  -1.793  0.180
H  1.903  0.405  -1.690  0.165
H  3.142  1.869  0.404  0.336
H  3.108  0.306  0.114  0.334
H  -3.958  -0.267  0.153  0.462
H  -3.823  1.207  1.025  0.514
O  -4.511  0.479  0.480  -1.010
H  0.319  -6.099  2.990  0.471
H  -0.689  -5.701  1.812  0.477
O  0.114  -6.291  2.019  -0.948

***

# 10
Formula: C3H12NO2S2
Source: OMol25
Level of theory: wB97M-V/def2-TZVPD

**Net charge**: +1
**Highest occupied orbital energy**: -13.1 eV
**Frontier orbital gap**: 10.3 eV
**Energy relative to the best compared isomer or geometry (same formula, charge and spin)**: 2.66 kcal/mol

Last column: natural (NBO) charge in e.
Element x y z (Å)
N  0.138  0.673  -0.740  -0.710
C  -0.189  -0.515  0.155  -0.064
C  -0.995  -1.510  -0.662  -0.080
O  -0.244  -1.642  -1.855  -0.744
C  -0.929  -0.118  1.429  -0.609
S  -0.503  1.247  2.506  0.191
S  -0.739  2.894  1.316  -0.152
H  0.057  0.432  -1.731  0.458
H  1.083  0.978  -0.494  0.467
H  -0.500  1.449  -0.543  0.441
H  0.781  -0.932  0.369  0.240
H  -1.932  -1.051  -0.964  0.176
H  -1.208  -2.406  -0.108  0.213
H  -0.430  -2.473  -2.304  0.507
H  -2.005  -0.212  1.321  0.236
H  -0.722  -0.976  2.058  0.264
H  -2.072  3.096  1.352  0.152
H  3.692  0.430  -1.123  0.493
H  3.589  0.469  0.402  0.491
O  3.127  0.168  -0.386  -0.971